# 1
Molecular formula: C3H7NO3
Method: DFT, the ωB97M-V functional and the def2-TZVPD basis

Structure (ORCA input):
```
! RIJCOSX wB97M-V def2-TZVPD def2/J DEFGRID3
* xyz 0 1
C -0.54059 1.60557 -0.22981
C -1.03877 0.32466 0.33632
O -0.93672 0.08449 1.65940
C -1.46418 -0.75603 -0.45344
O -2.45635 -1.30887 -0.82006
H -1.33368 2.36164 -0.17611
H 0.33123 1.97993 0.31530
H -0.24913 1.48535 -1.27310
H -0.39432 0.76524 2.08915
N 2.24492 -1.48115 -0.31364
O 1.03876 -0.91517 -0.75064
H 2.80437 -0.67780 -0.01830
H 2.08495 -2.12744 0.45894
H -0.09048 -1.34041 -0.82402
*
```

Summary:
HOMO-LUMO gap (alpha / beta) ... 7.570 / 7.566 eV
LUMO energy (alpha / beta) ... -0.124 / -0.127 eV
Energy above the lowest of the compared OMol25 structures with the same formula, charge and spin ... 164.1 kcal per mole
SMILES ... CC(O)=C=O.NO
HOMO (alpha / beta) ... -7.69 / -7.69 eV

=====

# 2
Molecular formula: C15H28F3NO13
Method: DFT, the ωB97M-V functional and the def2-TZVPD basis

Structure (ORCA input):
```
! RIJCOSX wB97M-V def2-TZVPD def2/J DEFGRID3
* xyz 0 1
N 3.36685 1.73373 1.30253
H 2.82185 2.04273 2.18153
H 2.75385 1.39873 0.67753
H 3.77785 0.95973 1.81053
H 3.95585 2.38473 1.45653
O 0.42285 1.71273 1.39453
H 0.14085 2.61373 1.38153
C 1.44285 0.66173 4.66653
C 0.49085 -0.29727 4.04553
O -0.06415 -0.94627 5.13853
C 0.24185 -0.20327 6.26053
O -0.21515 -0.33727 7.38153
O 1.03085 0.73573 5.96453
F 1.10285 -1.33027 3.26953
H 1.29885 1.66773 4.19053
H 2.44785 0.54573 4.42153
H -0.31815 0.15973 3.55253
C -0.58315 4.83973 1.95653
C -0.73715 6.23573 2.56253
O -0.06715 7.06373 1.68453
C 0.26485 6.38373 0.65053
O 0.87585 6.87773 -0.30447
O -0.17415 5.08973 0.62853
F 0.00985 6.26273 3.77053
H -1.45115 4.27173 1.83453
H 0.38485 4.35473 2.28853
H -1.54015 6.74373 2.72453
C -2.56215 1.57373 -0.09747
C -1.59815 2.05473 -1.14347
O -2.10915 3.33073 -1.57147
C -3.38315 3.39073 -0.98147
O -4.05515 4.32673 -1.19747
O -3.69115 2.32573 -0.35647
F -1.74615 1.22873 -2.22847
H -2.15515 1.96373 0.94953
H -2.71215 0.54673 -0.23147
H -0.64815 2.09973 -0.91847
C 0.84185 -1.16527 -0.42847
O 0.31185 -2.34227 -1.18347
C -0.20515 -1.88827 -2.47847
C -1.06815 -2.94427 -3.04647
O -0.40815 -4.04927 -3.08547
C -1.09315 -5.02927 -3.97647
C -0.17015 -6.28327 -3.75547
O 0.98585 -6.03427 -4.52847
C 1.82885 -7.23327 -4.60347
H 1.53485 -0.59627 -1.01547
H 1.61585 -1.49827 0.39453
H 0.00785 -0.49227 -0.03147
H 0.55685 -1.72127 -2.98947
H -0.80515 -1.03727 -2.13347
H -1.41315 -2.71927 -4.17147
H -1.76515 -3.21327 -2.61647
H -1.16615 -4.65227 -4.91447
H -1.96815 -5.35827 -3.49547
H -0.80115 -7.05927 -4.17047
H 0.03385 -6.35327 -2.78447
H 2.20385 -7.54527 -3.73447
H 2.65285 -7.18127 -5.44247
H 1.26885 -8.07027 -4.92447
*
```

Summary:
HOMO-LUMO gap ... 7.392 eV
LUMO energy ... -1.455 eV
Energy above the lowest of the compared OMol25 structures with the same formula, charge and spin ... 76.0 kcal per mole
HOMO ... -8.85 eV

=====

# 3
Molecular formula: C7H13N2
Method: DFT, the ωB97M-V functional and the def2-TZVPD basis

Structure (ORCA input):
```
! RIJCOSX wB97M-V def2-TZVPD def2/J DEFGRID3
* xyz 1 1
C 3.49304 -0.97424 2.52671
N 2.53743 -1.05649 1.64179
C 1.27155 -1.04436 1.26294
N 0.71837 -0.17284 0.33997
C -0.51733 -0.41099 -0.22419
C -1.23365 -1.76174 -0.18457
C -1.03167 0.91365 -0.96652
C -0.36263 2.14797 -0.64279
C -2.16806 0.96989 -1.90998
H 3.27308 -0.70327 3.54192
H 4.61449 -1.12478 2.24509
H 0.62377 -1.94020 1.53965
H 1.19382 0.66016 0.10008
H -0.56891 -2.49600 0.00581
H -2.08510 -1.75776 0.52873
H -1.68292 -1.92727 -1.23079
H -0.22729 2.58863 -1.65026
H 0.63531 2.21419 -0.05961
H -1.04957 2.74313 -0.21044
H -3.00519 1.47538 -1.52162
H -2.61296 0.01219 -2.39194
H -1.81559 1.64474 -2.73995
*
```

Summary:
HOMO-LUMO gap ... 6.536 eV
LUMO energy ... -4.669 eV
Energy above the lowest of the compared OMol25 structures with the same formula, charge and spin ... 109.1 kcal per mole
SMILES ... C=N/C=[NH+]/C(C)=C(C)C
HOMO ... -11.20 eV

=====

# 4
Molecular formula: C33H32NO6S2
Method: DFT, the ωB97M-V functional and the def2-TZVPD basis

Structure (ORCA input):
```
! RIJCOSX wB97M-V def2-TZVPD def2/J DEFGRID3
* xyz -1 1
C -0.38930 2.84863 -3.34887
C 0.04308 3.71328 -4.35765
C 0.70429 3.21241 -5.48242
C 0.87145 1.83356 -5.59943
S 2.03732 1.08327 -6.76459
C 3.27460 0.59339 -5.51544
C 2.99746 -0.36467 -4.59633
S 4.44349 1.93893 -5.27256
C 4.89645 1.61825 -3.56207
C 4.01913 2.08267 -2.57819
C 4.06860 1.49413 -1.31487
C 5.04215 0.53183 -1.03306
C 6.04867 0.25468 -1.96248
C 6.00017 0.82048 -3.23883
O 5.60960 1.73115 -6.09909
O 3.78395 3.22191 -5.21711
O 1.43103 -0.09427 -7.33307
O 2.58159 2.12979 -7.59122
C 0.35445 0.96186 -4.64892
C -0.25307 1.47142 -3.51267
H -0.84300 3.23855 -2.44052
H -0.10463 4.78698 -4.25787
H 1.11187 3.88083 -6.23867
H 3.66534 -0.52786 -3.76328
H 2.15196 -1.01421 -4.77635
H 3.26843 2.83589 -2.83274
H 3.32521 1.79710 -0.57808
H 5.03664 0.02054 -0.07298
H 6.87157 -0.41410 -1.70962
H 6.77062 0.63297 -3.98887
H 0.53959 -0.10630 -4.71844
H -0.59458 0.76824 -2.76030
C -1.15122 -5.41074 5.13449
C -0.64617 -4.74468 3.87905
C 0.31015 -3.61739 4.19444
C 0.05035 -5.77576 3.00608
O -1.78042 -4.28242 3.06457
C -2.37601 -3.11520 3.48091
C -2.38378 -2.07190 2.42210
N -3.11907 -1.05785 2.69772
C -3.18592 0.22875 2.45623
C -4.12790 0.98440 3.27527
C -4.47547 2.33419 3.03521
C -5.42216 2.94928 3.85937
C -6.01308 2.23005 4.91264
C -5.68057 0.88454 5.13371
C -4.73515 0.26910 4.31816
C -2.24136 0.82904 1.51271
C -1.55281 2.01618 1.84678
C -0.45438 2.41338 1.07870
C -0.05796 1.63080 -0.01541
C -0.73162 0.44276 -0.33312
C -1.86778 0.08204 0.38404
O -2.82681 -2.94799 4.60278
H -1.73410 -6.29773 4.87076
H -0.30529 -5.73464 5.74598
H -1.77954 -4.73916 5.71961
H 0.66411 -3.13784 3.27656
H -0.15374 -2.86118 4.83133
H 1.17920 -4.01867 4.72222
H 0.32736 -5.33054 2.03916
H 0.95491 -6.14573 3.50590
H -0.62284 -6.62492 2.82757
H -1.91112 -2.30476 1.46174
H -4.01818 2.86991 2.19874
H -5.70639 3.98750 3.67078
H -6.75110 2.71135 5.55498
H -6.14941 0.29662 5.92129
H -4.44794 -0.77539 4.46070
H -1.86282 2.57402 2.73599
H 0.09252 3.32378 1.34451
H 0.77574 1.96072 -0.63658
H -0.37921 -0.22303 -1.12303
H -2.46717 -0.78224 0.09199
*
```

Summary:
HOMO-LUMO gap ... 3.779 eV
LUMO energy ... 0.883 eV
Energy above the lowest of the compared OMol25 structures with the same formula, charge and spin ... 44.1 kcal per mole
HOMO ... -2.90 eV

=====

# 5
Molecular formula: C55H44BrCuN3O2P2Si
Method: DFT, the ωB97M-V functional and the def2-TZVPD basis

Structure (ORCA input):
```
! RIJCOSX wB97M-V def2-TZVPD def2/J DEFGRID3
* xyz 0 2
Cu 0.00629 0.50945 0.86221
C -1.14522 -2.79450 2.11598
Si -1.28881 -1.65401 0.63523
C -2.96232 -0.76284 0.66951
C -4.08403 -1.38227 1.22417
C -5.33748 -0.80098 1.10646
C -5.49054 0.39637 0.41650
C -4.38666 1.02015 -0.14193
C -3.12678 0.44123 -0.00913
P -1.58231 1.22495 -0.58467
C -1.56427 0.93294 -2.38016
C -0.85077 1.75102 -3.25613
C -0.82735 1.45916 -4.61080
C -1.47720 0.33515 -5.10129
C -2.17527 -0.49004 -4.23298
C -2.23157 -0.18300 -2.88145
C -1.98353 2.98863 -0.34993
C -2.48389 3.77732 -1.38334
C -2.88312 5.08423 -1.14007
C -2.80098 5.61130 0.13943
C -2.32492 4.82385 1.17786
C -1.91718 3.52113 0.93727
C -1.57762 -2.86562 -0.81021
C -2.79047 -3.34467 -1.30815
C -2.80301 -4.46864 -2.11904
C -1.61815 -5.13403 -2.43429
C -0.40433 -4.65558 -1.97104
C -0.39745 -3.50931 -1.18242
P 0.94124 -2.46157 -0.57789
C 2.28993 -3.51005 0.02635
C 3.62013 -3.29682 -0.32095
C 4.61776 -4.08947 0.22923
C 4.29642 -5.09108 1.13166
C 2.97045 -5.30406 1.48882
C 1.97273 -4.51561 0.94192
C 1.58736 -1.72078 -2.10735
C 1.55391 -0.35023 -2.31041
C 2.10096 0.20068 -3.46435
C 2.65562 -0.61971 -4.43007
C 2.66333 -1.99981 -4.24880
C 2.13794 -2.54645 -3.09253
H -1.52840 -3.77853 1.83358
H -1.74202 -2.40960 2.94307
H -0.11879 -2.89352 2.46783
H -3.97817 -2.31405 1.76936
H -6.19819 -1.27561 1.56096
H -6.46954 0.84969 0.32802
H -4.50063 1.96590 -0.65812
H -0.29477 2.59438 -2.87057
H -0.27668 2.10433 -5.28399
H -1.43719 0.10203 -6.15778
H -2.68518 -1.37049 -4.60314
H -2.80310 -0.81838 -2.21879
H -2.56949 3.37702 -2.38366
H -3.26151 5.68783 -1.95504
H -3.10888 6.63185 0.32754
H -2.26197 5.22489 2.18153
H -1.52417 2.92921 1.75172
H -3.72379 -2.85666 -1.04969
H -3.74379 -4.84775 -2.49878
H -1.64978 -6.02208 -3.05260
H 0.51890 -5.16389 -2.22176
H 3.88146 -2.50668 -1.01225
H 5.65039 -3.91536 -0.04521
H 5.07728 -5.70588 1.56062
H 2.71500 -6.08263 2.19581
H 0.93978 -4.68329 1.22546
H 1.12810 0.31873 -1.57374
H 2.08813 1.27655 -3.58139
H 3.08361 -0.19110 -5.32781
H 3.09028 -2.64644 -5.00484
H 2.17115 -3.61939 -2.94787
C -2.70032 -0.04942 5.67224
C -1.50268 -0.71116 5.92010
C -0.51080 -0.78118 4.95731
C -0.70680 -0.18524 3.70399
C -1.90250 0.49811 3.47039
C -2.88931 0.56018 4.43876
N 0.24223 -0.24199 2.68087
N 1.35707 -0.86100 3.00573
C 2.38161 -0.68861 2.12004
C 3.65806 -1.13831 2.51507
C 4.74544 -0.81384 1.74674
C 4.55995 -0.05910 0.58350
C 3.27121 0.27815 0.22787
N 2.19208 -0.05305 0.94640
H -3.46860 -0.00175 6.43272
H -1.33729 -1.18110 6.88200
H 0.41787 -1.29590 5.15181
H -2.06083 0.97625 2.51306
H -3.80909 1.09085 4.22459
H 3.74484 -1.68650 3.44275
H 5.73788 -1.12554 2.04843
H 5.39008 0.25764 -0.03220
H 3.08750 0.85621 -0.66921
Br 3.65020 3.64553 -1.98343
C 2.96653 4.68386 -0.54190
C 3.58559 5.90786 -0.33048
C 3.17942 6.71459 0.71935
C 2.17269 6.28566 1.57161
C 1.57831 5.05416 1.36152
C 1.94763 4.23712 0.29407
C 1.18796 2.94119 0.11453
O 0.98638 2.50998 -1.03463
O 0.76827 2.40428 1.17985
H 4.38528 6.21944 -0.98786
H 3.66084 7.67159 0.87418
H 1.85779 6.90479 2.40152
H 0.80861 4.68866 2.02698
*
```

Summary:
HOMO-LUMO gap (alpha / beta) ... 5.390 / 7.077 eV
LUMO energy (alpha / beta) ... -0.637 / -0.624 eV
Energy above the lowest of the compared OMol25 structures with the same formula, charge and spin ... 0.8 kcal per mole
HOMO (alpha / beta) ... -6.03 / -7.70 eV

=====

# 6
Molecular formula: CH2N5S
Method: DFT, the ωB97M-V functional and the def2-TZVPD basis

Structure (ORCA input):
```
! RIJCOSX wB97M-V def2-TZVPD def2/J DEFGRID3
* xyz -1 1
C -0.27622 -0.31857 -0.28993
N -2.41842 -0.64008 -0.18094
N -1.22308 -1.07364 -0.70462
N -0.84404 0.52559 0.61813
N -2.15829 0.32397 0.57767
N 2.19473 0.46782 -0.34262
S 3.29107 -0.45157 0.37882
H 1.77102 0.03591 -1.28075
H -0.33678 1.13056 1.22423
*
```

Summary:
HOMO-LUMO gap (alpha / beta) ... 6.679 / 6.681 eV
LUMO energy (alpha / beta) ... 2.929 / 2.929 eV
Energy above the lowest of the compared OMol25 structures with the same formula, charge and spin ... 76.8 kcal per mole
HOMO (alpha / beta) ... -3.75 / -3.75 eV

=====

no.,strongest force on any atom (eV/Å)
1,3.43
2,15.88
3,9.34
4,2.51
5,0.17
6,3.75